68
Properties=species:S:1:pos:R:3:forces:R:3 method="wB97M-V/def2-TZVPD" e_tot_ha=-1437.2556 s2=2.009 e_homo_ha="-0.5797 / -0.5794" multiplicity=3 total_charge=+2 orbital_gap_ev="8.78 / 5.66"
Pt -1.9882 0.5299 0.8424 -0.1 0.4 0.0
P -0.0068 -0.1057 -0.1285 1.8 0.3 -0.5
C -0.0524 -2.1034 -3.7781 -0.1 -0.1 -0.1
C -3.5401 0.8921 2.4196 -0.5 0.2 0.4
C 2.7234 -0.9514 3.4550 0.0 0.1 0.0
C -2.6152 3.0389 1.6829 0.1 -0.2 -0.2
C 3.3121 -1.3882 2.1175 -0.1 -0.1 0.0
C -3.6075 2.0437 1.6032 -0.4 -0.1 0.3
C -1.5016 2.8755 2.5171 0.1 0.0 0.0
C 0.1985 -3.8594 -1.9758 -0.2 0.1 0.0
C 0.2652 -1.3848 -1.4258 -0.7 0.0 0.2
C -4.6862 -0.0701 2.5167 0.0 -0.1 0.0
C -0.7164 -1.3640 -2.6081 0.1 0.0 0.0
C 0.5693 -1.5422 2.2300 0.1 0.1 0.0
C 0.7468 -3.3268 -3.2954 0.1 0.0 0.0
C 1.1173 -0.4546 1.2870 -0.5 0.0 0.2
C 0.5184 1.5650 -0.7886 -0.5 -0.1 0.1
C 2.5849 -0.7278 0.9298 0.2 0.1 0.0
C 0.2786 -2.8112 -0.8425 0.1 -0.1 -0.2
C -1.3907 1.7280 3.2979 0.1 -0.1 0.0
C -0.1937 3.4979 -2.2509 0.1 -0.1 0.0
C 0.7893 3.1295 -3.3784 0.1 0.0 0.0
C -0.6619 2.2378 -1.5280 0.0 0.1 0.1
C 1.5038 1.7948 -3.1231 -0.1 0.0 0.0
C -2.3838 0.7376 3.2407 -0.1 -0.1 -0.1
C 1.8033 1.6044 -1.6380 0.2 -0.1 -0.1
C 1.2612 -1.4130 3.5948 0.1 -0.1 0.0
H 0.2680 3.0759 -4.3346 0.0 0.0 0.0
H 2.4351 1.7612 -3.6870 0.0 0.0 0.0
H -2.7217 3.9428 1.0952 0.0 0.0 -0.1
H -0.5756 -2.9450 -0.1722 0.0 0.0 0.1
H 0.6088 -1.4225 -4.3185 0.0 0.0 0.0
H 4.3730 -1.1479 2.0704 0.0 0.0 0.0
H 2.4145 0.7145 -1.4786 0.0 0.0 0.0
H 2.4060 2.4516 -1.3019 0.0 0.0 0.1
H -0.7517 3.6534 2.5755 0.0 0.0 0.0
H -0.5172 -1.4477 2.3435 0.0 -0.1 0.0
H 3.2363 -2.4761 2.0392 0.0 0.0 0.0
H 3.0764 0.2143 0.6786 0.0 0.0 0.0
H 1.0676 0.4871 1.8537 0.0 0.0 -0.1
H 1.8067 -3.0800 -3.1809 0.0 0.1 0.0
H 1.5278 3.9256 -3.4797 0.0 0.0 0.0
H -1.0493 4.0320 -2.6636 0.0 0.0 0.1
H -2.3213 -0.1177 3.9032 0.0 -0.1 -0.1
H 0.2859 4.1663 -1.5300 0.0 0.0 0.0
H 0.7604 -2.5284 1.8076 -0.1 0.0 0.0
H 0.7126 -0.7133 4.2326 0.0 0.0 0.0
H -1.0001 -0.3632 -2.9230 0.0 0.1 0.0
H 1.2635 -1.1340 -1.8014 0.0 0.1 0.1
H -4.3415 -1.1007 2.6054 0.0 0.0 0.0
H 3.3177 -1.3559 4.2728 0.0 0.0 0.0
H 0.7132 -4.1146 -4.0466 0.0 0.0 0.0
H 1.1847 -2.9752 -0.2580 0.0 0.0 0.0
H -4.4857 2.2115 0.9926 0.0 0.0 0.0
H -5.2625 0.1519 3.4177 0.0 0.0 0.0
H -1.6340 -1.8759 -2.3067 0.0 0.0 0.0
H 2.7962 0.1376 3.5446 0.0 0.0 0.0
H 2.6678 -1.3778 0.0567 0.0 0.0 0.0
H -0.5568 1.6067 3.9780 0.0 0.0 -0.1
H 0.7343 -4.7583 -1.6756 0.0 0.0 0.0
H 0.6940 2.1310 0.1351 0.0 0.0 0.0
H 0.8938 0.9637 -3.4878 0.0 0.0 0.0
H -5.3549 0.0156 1.6626 0.0 0.0 0.0
H -1.0996 1.5664 -2.2657 -0.1 -0.1 0.0
H 1.2333 -2.3790 4.1003 -0.1 0.0 0.0
H -1.4660 2.4869 -0.8136 0.1 0.0 -0.1
H -0.8441 -4.1488 -2.1259 0.0 -0.1 0.0
H -0.8235 -2.4064 -4.4877 0.0 0.0 0.0